No. 1
18
Properties=species:S:1:pos:R:3:forces:R:3:lowdin_charge:R:1 method="wB97M-V/def2-TZVPD" relative_energy_kj_mol=257.8 charge=+2 e_tot_ev=-8868.134 spin_multiplicity=2 s2=0.756 lumo_ev="-7.71 / -14.72"
H 1.57123 1.31595 -0.65607 -0.78 -1.25 0.09 0.13
H 0.23846 2.04019 -1.35777 -0.59 -0.13 -0.68 0.11
H -1.71814 0.53962 0.95476 0.91 -1.98 -0.59 0.22
H 1.90516 0.52392 1.60976 2.26 0.58 -2.51 0.01
C -1.01917 -0.33940 0.62482 -1.89 -0.02 0.85 -0.10
H 0.17519 1.78606 0.28122 -0.07 -0.07 0.33 0.10
C 0.44988 1.26338 -0.63377 0.59 0.72 0.18 -0.01
H -0.14803 -0.41690 1.30646 0.60 0.27 0.39 0.14
H -0.20639 -1.11028 -2.28644 -0.85 -0.64 -4.95 0.12
H -1.27932 0.24418 -1.46374 0.21 -0.02 1.01 0.19
N 0.21472 -1.16566 -1.45344 3.78 -0.39 6.21 0.27
H 1.53650 1.20475 2.91937 -0.08 0.10 0.09 0.12
C -0.43060 0.00566 -0.77494 0.28 1.70 -0.84 -0.25
H 1.26297 -0.94925 -1.34943 -1.57 -0.82 -1.34 0.23
H -2.49636 -1.61288 0.35704 0.00 -0.39 0.66 0.20
O -1.52650 -1.63893 0.53591 -0.43 1.84 -0.31 0.18
H 0.06585 -2.11214 -0.97745 -0.07 1.34 -0.88 0.22
O 1.40456 0.42172 2.36373 -2.27 -0.84 2.30 0.12

=====

No. 2
109
Properties=species:S:1:pos:R:3:forces:R:3:lowdin_charge:R:1 method="wB97M-V/def2-TZVPD" relative_energy_kj_mol=0.0 charge=+1 e_tot_ev=-115052.612 spin_multiplicity=3 s2=2.011 lumo_ev="-2.08 / -2.18"
C 10.41291 9.81966 9.96119 0.18 0.13 -0.50 -0.08
C 8.95439 8.25874 20.46605 0.49 -0.07 -0.73 -0.06
H 8.42212 10.68910 14.53469 0.07 0.02 -0.04 0.06
H 13.35677 12.88200 13.76945 0.10 -0.11 0.09 0.07
C 12.41779 13.40299 13.83508 -1.02 0.76 0.00 -0.11
C 14.01314 13.35824 21.51480 -0.11 -0.39 0.46 -0.11
H 13.16393 11.77546 11.87293 -0.08 -0.06 -0.11 0.09
H 6.45880 9.61465 13.52650 -0.07 0.03 -0.02 0.10
H 14.50644 9.57717 16.80651 0.16 0.01 0.03 0.10
H 8.28474 14.57035 17.17377 0.12 -0.05 0.12 0.08
C 9.11106 8.88904 15.51791 -0.34 -0.26 -0.41 -0.36
H 14.39235 5.47874 21.09806 -0.05 -0.10 0.07 0.10
H 11.42425 10.61552 19.41885 0.07 0.33 -0.02 -0.01
C 11.20677 12.69320 13.92733 -0.03 0.68 -0.75 -0.38
H 11.66091 10.11694 8.20451 -0.13 0.02 0.24 0.11
H 9.38911 9.66136 11.85639 0.18 -0.05 -0.07 0.10
H 12.16629 9.17701 21.17896 0.18 -0.10 0.10 0.11
C 14.05942 9.27118 20.12271 0.34 -0.81 -0.26 -0.24
C 17.21452 11.49643 15.67856 -0.55 0.02 -0.16 -0.16
C 14.77266 11.28587 22.50589 -0.33 0.89 -0.46 -0.08
C 16.59553 12.84733 16.13682 -0.43 0.10 -0.24 -0.15
Si 13.78033 11.09706 19.80310 -0.89 1.26 -0.01 0.61
C 11.28450 10.69131 12.03045 0.11 0.06 -1.05 -0.37
S 10.58549 15.54417 17.46399 -2.29 -0.13 0.13 1.04
H 9.38810 12.19945 16.62390 0.39 0.11 0.21 0.08
C 9.97660 13.38554 13.86020 1.26 0.59 0.15 -0.10
H 16.00170 8.94866 19.18414 -0.05 0.00 -0.02 0.08
C 11.78955 14.42496 17.24276 -1.08 -1.82 -0.98 -0.50
P 10.55847 9.63473 16.36761 0.33 -0.79 0.56 0.96
C 13.06208 8.62419 20.90026 0.66 -0.03 -0.57 -0.10
H 9.47572 6.95068 16.41155 -0.05 -0.03 0.01 0.10
C 7.69346 6.93816 15.21026 -0.01 0.22 -0.07 -0.06
H 14.12566 15.09834 22.73302 0.06 0.17 0.18 0.10
C 10.03614 9.08749 18.02701 -0.02 -0.69 0.22 -0.40
C 14.29233 6.52059 20.83880 -0.12 1.11 -0.25 -0.06
C 11.54002 10.28870 9.27252 -0.07 -0.05 0.59 -0.06
H 16.90476 13.64196 15.45469 0.00 0.02 0.07 0.11
C 14.85412 13.34544 23.79030 -0.31 -0.27 -0.89 -0.07
H 16.13532 6.59195 19.72294 0.09 -0.12 0.03 0.10
H 17.67663 11.62996 14.69286 -0.07 -0.13 0.21 0.11
C 15.04832 12.79597 16.13809 0.78 -0.85 0.21 -0.17
C 11.98242 8.45330 15.98464 -0.71 0.02 -0.36 -0.31
H 5.96195 7.23033 13.95266 -0.15 -0.10 -0.01 0.10
C 15.27553 7.14785 20.06492 -0.35 0.25 0.11 -0.08
H 16.94818 13.14256 17.12706 -0.02 -0.09 -0.06 0.10
N 11.34712 13.19966 16.93580 -1.24 1.26 0.13 -0.17
H 15.89274 10.18055 17.72104 -0.02 0.00 -0.15 0.09
H 13.58521 13.91779 20.68839 -0.01 -0.01 -0.01 0.09
H 12.72149 8.44205 16.81300 -0.53 0.11 -0.28 0.08
P 11.10519 10.89159 13.80224 0.26 -0.26 0.50 1.03
C 9.97028 14.78454 13.78440 0.74 -0.50 -0.01 -0.07
Ti 12.36357 11.46454 17.01018 0.35 -0.85 -0.39 0.63
C 15.17459 8.50308 19.71972 -0.68 -0.32 0.75 -0.09
C 6.82862 7.68360 14.40254 0.88 0.48 0.18 -0.06
C 8.93719 9.76728 18.57373 0.42 -0.62 0.09 -0.10
C 14.77711 12.14562 18.51948 1.09 -1.15 -0.60 -0.21
H 11.52218 7.45888 15.89914 0.35 0.09 0.33 0.08
H 7.59052 9.93228 20.22894 0.20 -0.28 -0.08 0.11
C 12.66409 8.75864 14.63946 0.56 -0.09 0.21 -0.28
H 11.45579 7.46576 18.28217 -0.02 -0.14 -0.01 0.10
H 14.68881 12.59978 15.11795 0.13 -0.11 0.41 0.09
H 11.16185 16.57147 13.69240 0.03 0.13 -0.01 0.11
H 10.47880 6.71648 20.41770 -0.19 0.04 -0.09 0.10
C 11.17506 15.49455 13.74168 0.22 -0.93 0.14 -0.07
C 16.13182 10.39142 15.59134 0.08 0.26 -0.15 -0.17
C 12.10859 11.40930 19.07568 -0.30 -0.89 1.49 -0.31
H 15.00576 10.23337 22.43183 -0.13 -0.12 0.00 0.09
H 15.08179 13.88905 24.69468 0.06 -0.08 0.12 0.10
C 8.82806 7.53178 15.76832 -0.41 0.60 -0.54 -0.08
H 14.56066 13.21695 18.55266 -0.32 -0.16 0.42 0.09
H 13.32886 15.35828 13.75109 0.00 -0.03 -0.15 0.11
H 12.15326 8.21785 13.82743 0.05 0.35 0.16 0.12
C 8.42008 9.36816 19.79741 -0.09 -0.06 0.20 -0.07
H 8.46729 10.56909 18.01178 0.07 0.06 0.16 0.10
H 13.67829 8.33444 14.68990 -0.20 -0.04 -0.12 0.11
H 12.80841 14.77400 17.19687 0.20 -0.45 0.14 0.07
C 10.27322 10.01092 11.32707 0.75 0.46 0.24 -0.08
C 7.12006 9.03247 14.15281 -0.12 -0.37 0.27 -0.08
C 12.81070 10.25201 14.29843 -0.88 -0.17 0.08 -0.36
H 13.40562 11.34952 9.46492 0.11 0.06 -0.17 0.10
C 14.31633 14.03813 22.69276 0.23 -0.64 0.14 -0.08
H 11.70337 12.36118 19.45101 0.08 -0.02 -0.01 0.02
H 9.04537 12.84260 13.87629 -0.15 -0.12 0.03 0.09
C 10.58592 7.96698 18.67860 -0.72 0.94 0.37 -0.10
H 13.30198 10.79445 15.14954 -0.09 -0.32 -1.00 0.03
C 10.03161 7.55469 19.89153 -0.36 0.50 0.27 -0.08
H 12.40139 6.83288 21.85293 0.07 -0.10 0.08 0.10
H 7.48229 5.89180 15.41416 0.03 0.15 -0.04 0.11
C 9.90220 13.10449 16.92976 2.02 1.62 0.08 -0.20
C 15.08572 11.96490 23.67905 -0.08 0.57 -0.09 -0.08
H 18.00937 11.19221 16.36182 -0.07 -0.03 0.01 0.11
H 14.60649 13.75727 16.43260 0.12 -0.34 0.13 0.11
H 16.58781 9.41223 15.43687 0.05 0.00 0.16 0.12
C 13.19004 7.28136 21.26378 0.32 0.12 -0.34 -0.08
C 14.19029 11.96978 21.40604 0.67 -0.11 0.62 -0.23
C 12.39976 11.21232 11.34738 -0.65 -0.73 -0.69 -0.09
H 15.50149 10.54560 14.70306 0.14 0.05 0.22 0.10
C 9.32963 14.29474 17.18366 0.88 1.11 0.32 -0.30
C 8.23728 9.64104 14.71557 -0.02 -0.79 0.39 -0.14
C 12.39987 14.80058 13.76464 -0.60 -0.12 0.16 -0.06
H 15.52374 11.41662 24.50151 0.02 0.04 0.09 0.10
H 15.85008 12.04427 18.74097 0.02 0.24 -0.11 0.09
H 13.36681 10.30991 13.36654 0.65 0.33 0.38 0.07
H 9.03790 15.31572 13.77152 -0.30 0.16 -0.07 0.11
N 14.55409 11.70362 17.07722 0.49 0.58 -0.13 -0.28
H 8.52560 7.93519 21.40681 0.09 0.03 -0.03 0.10
C 15.26627 10.36673 16.84796 -0.17 0.93 -0.17 -0.16
H 9.62265 9.31129 9.42689 0.03 -0.06 -0.12 0.10
C 12.53284 10.97796 9.97568 -0.35 0.04 0.40 -0.07

=====

Repeat the first record exactly.
18
Properties=species:S:1:pos:R:3:forces:R:3:lowdin_charge:R:1 method="wB97M-V/def2-TZVPD" relative_energy_kj_mol=257.8 charge=+2 e_tot_ev=-8868.134 spin_multiplicity=2 s2=0.756 lumo_ev="-7.71 / -14.72"
H 1.57123 1.31595 -0.65607 -0.78 -1.25 0.09 0.13
H 0.23846 2.04019 -1.35777 -0.59 -0.13 -0.68 0.11
H -1.71814 0.53962 0.95476 0.91 -1.98 -0.59 0.22
H 1.90516 0.52392 1.60976 2.26 0.58 -2.51 0.01
C -1.01917 -0.33940 0.62482 -1.89 -0.02 0.85 -0.10
H 0.17519 1.78606 0.28122 -0.07 -0.07 0.33 0.10
C 0.44988 1.26338 -0.63377 0.59 0.72 0.18 -0.01
H -0.14803 -0.41690 1.30646 0.60 0.27 0.39 0.14
H -0.20639 -1.11028 -2.28644 -0.85 -0.64 -4.95 0.12
H -1.27932 0.24418 -1.46374 0.21 -0.02 1.01 0.19
N 0.21472 -1.16566 -1.45344 3.78 -0.39 6.21 0.27
H 1.53650 1.20475 2.91937 -0.08 0.10 0.09 0.12
C -0.43060 0.00566 -0.77494 0.28 1.70 -0.84 -0.25
H 1.26297 -0.94925 -1.34943 -1.57 -0.82 -1.34 0.23
H -2.49636 -1.61288 0.35704 0.00 -0.39 0.66 0.20
O -1.52650 -1.63893 0.53591 -0.43 1.84 -0.31 0.18
H 0.06585 -2.11214 -0.97745 -0.07 1.34 -0.88 0.22
O 1.40456 0.42172 2.36373 -2.27 -0.84 2.30 0.12